[1]
Density functional theory data (wB97M-V/def2-TZVPD) for C16H15IN2O4V as an isolated structure.

Spin multiplicity = 3
HOMO-LUMO gap (spin up / spin down) = 7.678 / 7.562 eV
<S²> = 2.016
LUMO energy (spin up / spin down) = -4.2 / -4.4 eV
Total charge = +1
M = 477.15 g mol⁻¹
HOMO energy (spin up / spin down) = -0.4383 / -0.4396 Eh
Max |F| = 3.7 eV/Å
Relative energy (zero: lowest compared OMol25 entry of this formula, charge and spin) = 112.4 kJ/mol

```
39
Properties=species:S:1:pos:R:3:mulliken_spin:R:1
V 0.502 -0.368 -1.821 2.05
C -1.498 3.333 -3.037 0.00
C -1.561 2.905 -1.615 -0.01
N -2.463 3.435 -0.830 0.02
C -2.560 3.087 0.446 -0.01
C -1.740 2.154 1.051 0.01
C -1.923 1.785 2.504 0.00
O -0.731 1.829 3.256 0.00
C -0.775 1.505 0.243 0.03
C 0.115 0.535 0.783 0.02
N 0.878 -0.223 0.043 -0.05
C 1.799 -1.118 0.594 -0.03
C 1.657 -1.675 1.872 -0.01
C 2.595 -2.562 2.367 0.00
C 3.687 -2.928 1.597 0.00
C 3.852 -2.398 0.326 0.00
C 2.920 -1.501 -0.159 0.01
I 3.200 -0.621 -2.107 0.00
C -0.690 1.885 -1.133 0.01
O 0.140 1.279 -1.913 -0.04
H -2.337 3.988 -3.248 0.00
H -0.566 3.865 -3.232 0.00
H -1.533 2.467 -3.699 0.00
H -3.351 3.578 0.994 0.00
H -2.701 2.417 2.940 0.00
H -2.268 0.748 2.566 0.00
H -0.574 2.715 3.600 0.00
H 0.170 0.482 1.870 0.00
H 0.796 -1.413 2.471 0.00
H 2.467 -2.971 3.356 0.00
H 4.414 -3.628 1.976 0.00
H 4.698 -2.678 -0.283 0.00
C -1.102 -3.469 -1.488 0.00
C -0.750 -2.089 -1.945 -0.02
O -1.289 -1.078 -1.422 0.01
O 0.119 -1.887 -2.834 -0.01
H -2.188 -3.556 -1.466 0.00
H -0.736 -3.614 -0.470 0.00
H -0.671 -4.215 -2.154 0.00
```

[2]
Density functional theory data (wB97M-V/def2-TZVPD) for one molecule with the formula C16H15N3O5S2.

HOMO-LUMO gap = 8.692 eV
LUMO energy = 0.2 eV
M = 393.45 g mol⁻¹
HOMO energy = -0.3117 Eh
Max |F| = 1.4 eV/Å
Relative energy (zero: lowest compared OMol25 entry of this formula, charge and spin) = 0.0 kJ/mol
SMILES string = COc1ccc(NS(=O)(=O)c2ccc3oc(SCC(N)=O)nc3c2)cc1

```
41
Properties=species:S:1:pos:R:3:mulliken_charge:R:1
C 0.500 0.570 4.264 -0.95
O 0.782 -0.285 3.176 -0.50
C -0.253 -0.679 2.372 0.41
C -1.535 -0.148 2.414 -0.44
C -2.484 -0.558 1.494 -0.80
C -2.179 -1.514 0.532 -0.29
N -3.107 -1.861 -0.446 -0.28
S -2.680 -2.343 -1.994 1.34
O -2.284 -3.717 -1.982 -0.63
O -3.794 -1.961 -2.808 -0.72
C -1.217 -1.378 -2.405 0.09
C -0.304 -1.987 -3.258 -0.72
C 0.911 -1.393 -3.558 -1.23
C 1.176 -0.196 -2.922 0.88
O 2.302 0.566 -2.921 -0.41
C 2.031 1.567 -2.052 0.36
S 3.275 2.705 -1.721 -0.13
C 2.518 3.597 -0.317 -0.68
C 2.669 2.800 0.983 0.50
N 1.708 1.878 1.164 -0.14
O 3.562 3.016 1.766 -0.64
N 0.843 1.541 -1.524 -0.61
C 0.250 0.421 -2.054 0.54
C -0.989 -0.154 -1.813 -0.52
C -0.912 -2.094 0.532 0.09
C 0.040 -1.672 1.435 -0.53
H 0.158 1.554 3.928 0.35
H 1.440 0.682 4.800 0.26
H -0.248 0.131 4.930 0.41
H -1.807 0.598 3.144 0.44
H -3.473 -0.123 1.521 0.32
H -3.973 -1.345 -0.438 0.29
H -0.562 -2.952 -3.663 0.47
H 1.625 -1.850 -4.222 0.44
H 3.079 4.527 -0.237 0.39
H 1.476 3.784 -0.568 0.37
H 1.042 1.680 0.429 0.30
H 1.785 1.235 1.939 0.21
H -1.709 0.327 -1.174 0.59
H -0.690 -2.871 -0.181 0.71
H 1.030 -2.100 1.433 0.47
```

[3]
Density functional theory data (wB97M-V/def2-TZVPD) for a 3-piece molecular cluster, C16H15N4O5PS overall.

HOMO-LUMO gap = 7.841 eV
LUMO energy = -1.0 eV
M = 406.36 g mol⁻¹
HOMO energy = -0.3262 Eh
Max |F| = 12.5 eV/Å
SMILES string = N#C[C@H](O)[C@@H](C#N)[PH2]=S.O=[N+]([O-])c1ccccc1.O=[N+]([O-])c1ccccc1

```
42
Properties=species:S:1:pos:R:3:mulliken_charge:R:1
N 2.442 -1.368 -3.623 -0.46
C 1.517 -0.795 -4.358 0.21
C 0.743 0.030 -5.569 0.05
O 0.959 1.482 -5.391 -0.49
C -0.831 -0.423 -5.639 -0.08
C -1.041 -2.049 -5.692 0.12
N -1.362 -3.317 -5.769 -0.43
P -1.929 0.269 -4.227 0.17
S -3.782 0.231 -4.936 -0.39
H 1.221 -0.237 -6.630 0.34
H 0.675 1.756 -4.453 0.35
H -1.273 0.009 -6.646 0.36
H -1.864 -0.528 -3.014 0.13
H -1.573 1.642 -3.852 0.12
O 0.035 -0.595 -0.664 -0.60
N 0.837 0.347 -0.756 1.05
O 0.768 1.246 -1.606 -0.59
C 1.945 0.397 0.205 0.09
C 2.083 -0.619 1.160 -0.48
C 3.153 -0.578 2.056 -0.25
C 4.072 0.470 2.000 -0.54
C 3.927 1.487 1.055 -0.44
C 2.863 1.455 0.152 -0.30
H 1.374 -1.443 1.217 0.46
H 3.272 -1.366 2.797 0.39
H 4.908 0.494 2.697 0.39
H 4.646 2.302 1.019 0.38
H 2.765 2.253 -0.581 0.42
O 0.641 -1.463 3.847 -0.58
N 0.070 -0.390 3.599 1.03
O 0.613 0.584 3.059 -0.55
C -1.343 -0.264 3.976 0.06
C -1.986 -1.328 4.624 -0.26
C -3.324 -1.193 5.001 -0.49
C -4.011 -0.009 4.730 -0.38
C -3.371 1.045 4.076 -0.52
C -2.033 0.923 3.696 -0.21
H -1.464 -2.257 4.842 0.42
H -3.830 -2.011 5.510 0.36
H -5.052 0.094 5.032 0.37
H -3.914 1.964 3.866 0.36
H -1.547 1.755 3.190 0.42
```

[4]
Density functional theory data (wB97M-V/def2-TZVPD) for C16H15NV as an isolated structure.

Spin multiplicity = 3
HOMO-LUMO gap (spin up / spin down) = 4.822 / 7.155 eV
<S²> = 2.040
LUMO energy (spin up / spin down) = 3.3 / 3.3 eV
Total charge = -1
M = 272.25 g mol⁻¹
HOMO energy (spin up / spin down) = -0.0568 / -0.1427 Eh
Max |F| = 3.4 eV/Å
Relative energy (zero: lowest compared OMol25 entry of this formula, charge and spin) = 62.1 kJ/mol

```
33
Properties=species:S:1:pos:R:3:mulliken_spin:R:1
C 0.899 -1.194 -3.412 -0.04
C -0.504 -1.146 -3.681 0.01
C -1.184 -1.846 -2.635 0.04
C -0.201 -2.344 -1.722 0.03
C 1.089 -1.932 -2.190 0.00
V 0.081 -0.025 -1.623 1.73
C -1.551 1.601 -2.532 -0.02
C -0.392 1.943 -3.107 0.17
C 0.505 2.571 -3.881 0.01
N 1.369 0.950 -1.444 0.00
H -2.259 -2.035 -2.587 0.01
H -0.963 -0.702 -4.568 0.00
H -0.394 -2.965 -0.847 0.00
H 2.053 -2.224 -1.770 0.01
H 1.691 -0.834 -4.073 0.00
H -2.266 0.948 -3.070 0.01
H 2.171 1.539 -1.290 0.00
H -1.938 2.096 -1.620 0.02
H 0.295 3.373 -4.601 0.02
H 1.554 2.257 -3.826 0.00
C -0.040 -0.025 0.400 -0.18
C -0.033 -0.047 1.653 0.12
C -0.031 -0.061 3.065 0.03
C -1.136 0.431 3.837 0.01
C -1.002 0.666 5.238 0.00
C 0.077 0.159 5.945 0.01
C 1.041 -0.615 5.234 0.00
C 1.055 -0.578 3.812 0.01
H -2.095 0.652 3.354 0.00
H -1.778 1.246 5.798 0.00
H 0.175 0.332 7.043 0.00
H 1.780 -1.206 5.812 0.00
H 1.932 -0.986 3.290 0.00
```

| no. | energy (Eh) |
| --- | --- |
| 1 | -2270.7085 |
| 2 | -1955.5653 |
| 3 | -1953.0821 |
| 4 | -1617.2624 |